Record 1
{
  "formula": "C3H12N4",
  "method": "ωB97M-V/def2-TZVPD",
  "symbols": ["C", "C", "C", "N", "N", "N", "N", "H", "H", "H", "H", "H", "H", "H", "H", "H", "H", "H", "H"],
  "positions_angstrom": [[-3.075233, -0.084077, 0.469696], [3.388529, 0.150675, 0.522794], [1.113631, 0.074530, -0.478532], [-4.300814, 0.067870, 0.844256], [1.623103, -0.663568, -1.384294], [-2.636086, -0.306177, -0.756932], [2.028373, 0.702724, 0.424390], [3.330117, -0.883266, 0.645896], [4.102817, 0.416865, -0.263191], [3.852648, 0.707110, 1.407495], [-2.331772, -0.025071, 1.332273], [-4.712297, 0.103396, 1.734175], [-5.024639, 0.122671, 0.174441], [1.045642, -1.121810, -2.028895], [2.592316, -0.981322, -1.616505], [-1.624398, -0.132087, -0.993184], [-3.306891, -0.254018, -1.530651], [2.125444, 1.667938, 0.138600], [1.809519, 0.437612, 1.358163]],
  "forces_ev_per_angstrom": [[2.16, 0.00, 1.99], [3.29, 2.54, 0.79], [-2.64, -0.26, -0.86], [-0.54, -0.07, -1.67], [2.51, -0.49, -0.04], [0.41, 0.89, -0.30], [2.47, -1.35, -1.17], [0.08, -1.61, 0.49], [-0.67, -0.11, -0.40], [-0.57, -1.27, -0.85], [-0.78, -0.24, -1.52], [0.47, 0.07, 1.86], [-0.80, -0.07, -1.18], [-1.56, -0.50, -0.89], [-0.33, 0.85, 0.83], [-1.51, -0.36, 0.64], [0.47, -0.16, 0.27], [-0.66, 0.86, 0.83], [-1.81, 1.26, 1.20]],
  "mulliken_charge": [0.297, -1.235, -0.201, -0.246, -0.186, -0.289, 0.034, 0.531, 0.386, 0.376, 0.269, 0.249, 0.217, 0.247, 0.250, 0.264, 0.267, 0.372, 0.399],
  "total_charge": 2,
  "de_lowest_kj_mol": 220.4,
  "homo_lumo_gap_ev": 10.685
}

Record 2
{
  "formula": "C6H9BBrNO2",
  "method": "ωB97M-V/def2-TZVPD",
  "symbols": ["C", "C", "C", "C", "N", "C", "C", "Br", "B", "O", "O", "H", "H", "H", "H", "H", "H", "H", "H", "H"],
  "positions_angstrom": [[-1.602641, -1.280970, -1.458721], [-0.874475, -0.234365, -0.621260], [-0.624894, 1.009455, -0.906071], [-0.070121, 2.070206, -0.074659], [1.104759, 2.188774, 0.329802], [2.079906, 1.370812, 0.030155], [2.275593, 0.054949, 0.288709], [3.930928, -0.806784, -0.053862], [-0.805676, -0.766381, 0.882361], [-0.889768, -2.093685, 0.984175], [-0.497544, 0.034427, 1.921375], [-2.407463, -1.603903, -0.796225], [-0.935321, -2.126579, -1.650571], [-2.288141, -0.983943, -2.305977], [-0.737850, 1.506845, -1.803852], [-0.796722, 3.021640, 0.040941], [2.930635, 1.932507, -0.321031], [1.552834, -0.469024, 0.874365], [-0.867983, -2.482305, 1.853055], [-0.476048, -0.341671, 2.787292]],
  "forces_ev_per_angstrom": [[-1.26, 0.64, -0.28], [-1.50, -1.73, 1.08], [0.76, 1.23, 0.69], [-2.39, 2.01, 0.63], [-1.97, 2.38, 1.01], [3.87, -3.12, -0.08], [-0.29, 1.60, -0.06], [-0.39, 0.16, 0.06], [1.10, 0.71, -1.18], [-0.49, -1.61, 0.00], [-0.26, 1.30, -0.12], [0.27, -0.66, 0.19], [-0.41, 0.10, -0.27], [1.70, 0.21, 0.17], [-0.91, 0.19, -2.64], [1.53, -2.13, 0.09], [0.44, -0.09, -0.53], [0.06, -0.61, 0.02], [0.08, -0.16, 0.44], [0.04, -0.41, 0.78]],
  "mulliken_charge": [-1.282, 0.615, -0.625, -0.176, -0.458, 0.061, -0.415, -0.178, 0.672, -0.570, -0.588, 0.322, 0.273, 0.335, 0.466, 0.243, 0.372, 0.364, 0.279, 0.292],
  "de_lowest_kj_mol": 0.0,
  "homo_lumo_gap_ev": 8.478
}

Record 3
{
  "formula": "C6H10O4S",
  "method": "ωB97M-V/def2-TZVPD",
  "symbols": ["C", "C", "C", "C", "C", "C", "H", "H", "H", "H", "H", "H", "H", "H", "H", "H", "O", "O", "O", "O", "S"],
  "positions_angstrom": [[-0.099167, 1.239731, -0.650743], [0.677858, 0.814836, 0.763022], [2.147309, 0.622846, 0.442584], [0.573766, -1.455956, 0.117915], [-0.800840, -1.221503, -0.673610], [-1.203377, 0.256543, -0.521108], [-0.677917, 3.134554, 0.481352], [0.566219, 0.931088, -1.345664], [0.698596, 1.551109, 1.480407], [2.581953, 1.412828, -0.084377], [2.851887, 0.450525, 1.336885], [0.581562, -2.572535, 0.251359], [-0.738376, -1.645566, -1.710052], [-1.723487, -3.015711, -0.626325], [-1.947928, 0.662259, -1.392089], [-1.886604, -0.537508, 1.488062], [-0.405626, 2.675524, -0.753441], [0.287062, -0.553298, 1.256534], [-1.846065, -2.077624, -0.135162], [-1.841348, 0.344597, 0.797019], [2.204524, -1.016744, -0.522564]],
  "forces_ev_per_angstrom": [[-0.41, 0.87, 6.43], [1.48, -2.69, -3.07], [1.20, -2.62, 1.34], [-2.38, 0.65, 0.24], [1.02, -1.27, -1.85], [-4.13, -0.26, -1.09], [1.07, -2.42, -5.59], [1.85, -0.25, -2.93], [-1.14, 1.35, 2.13], [0.44, 1.20, -1.29], [-1.47, 0.24, -1.01], [0.05, 1.17, 1.09], [0.53, 1.32, 0.36], [-0.48, 3.36, 1.86], [0.89, -1.53, 2.14], [0.69, 3.46, -3.96], [-0.75, -0.16, 5.31], [2.13, 0.09, -0.48], [1.04, -2.57, -1.30], [-1.39, -1.28, 1.49], [-0.23, 1.34, 0.19]],
  "mulliken_charge": [-0.657, -0.195, -0.910, 0.088, -0.497, 0.401, 0.404, 0.688, 0.670, 0.432, 0.374, 0.352, 0.457, 0.378, 0.281, 0.413, -0.675, -0.594, -0.566, -0.676, -0.166],
  "de_lowest_kj_mol": 540.8,
  "homo_lumo_gap_ev": 9.058
}

Record 4
{
  "formula": "C9H42O12",
  "method": "ωB97M-V/def2-TZVPD",
  "symbols": ["C", "C", "C", "O", "H", "H", "H", "H", "H", "H", "H", "H", "C", "C", "C", "O", "H", "H", "H", "H", "H", "H", "H", "H", "C", "C", "C", "O", "H", "H", "H", "H", "H", "H", "H", "H", "O", "H", "H", "O", "H", "H", "O", "H", "H", "O", "H", "H", "O", "H", "H", "O", "H", "H", "O", "H", "H", "O", "H", "H", "O", "H", "H"],
  "positions_angstrom": [[1.941695, 2.383403, 2.277251], [1.405788, 3.683875, 2.782932], [2.016080, 4.956808, 2.201472], [0.022908, 3.717757, 2.705778], [3.028635, 2.324429, 2.333717], [1.636106, 2.312297, 1.233381], [1.550048, 1.527687, 2.827224], [1.657902, 3.694558, 3.843321], [1.780467, 5.217168, 1.169578], [3.097939, 5.020487, 2.318192], [1.699263, 5.780021, 2.841814], [-0.114477, 3.909853, 1.775279], [-0.689488, -2.404776, 1.008031], [0.513441, -2.047751, 0.237153], [0.077664, -1.507228, -1.139231], [1.137753, -0.973947, 0.913637], [-1.446865, -2.760923, 0.309729], [-1.177088, -1.580483, 1.528522], [-0.551985, -3.167917, 1.774065], [1.247825, -2.843787, 0.114226], [-0.226142, -2.418033, -1.655212], [0.889685, -1.080489, -1.727972], [-0.708369, -0.754175, -1.082856], [0.522107, -0.242704, 1.002366], [-1.217600, 1.994890, 0.185535], [-1.204731, 3.351083, -0.417412], [-2.348791, 4.278906, 0.142463], [0.062982, 3.967063, -0.145319], [-2.213299, 1.583819, 0.019072], [-1.120115, 2.006976, 1.271093], [-0.423915, 1.346887, -0.186298], [-1.340776, 3.271873, -1.495987], [-3.311642, 3.767994, 0.142528], [-2.435938, 5.241535, -0.361369], [-2.168390, 4.434888, 1.206052], [0.209527, 4.634585, -0.819512], [3.013294, -3.079879, -2.731252], [3.585407, -2.478061, -3.207406], [2.129344, -2.843853, -3.012613], [2.930015, -4.920069, -0.265103], [3.035797, -4.447601, -1.090819], [2.092961, -5.375617, -0.354804], [3.046046, -1.342135, 2.646332], [2.203455, -1.348378, 2.192199], [3.646014, -1.783439, 2.045069], [-2.170003, 0.421075, -3.187972], [-2.747901, 1.128327, -2.901489], [-1.294423, 0.807724, -3.178136], [-1.773328, -5.543348, 0.141968], [-2.212360, -4.697108, 0.056192], [-2.152031, -5.931315, 0.930824], [3.297670, 0.499672, -0.350976], [2.838108, 1.292140, -0.628498], [2.617431, -0.046910, 0.042438], [0.362842, -3.446563, -3.792604], [-0.145397, -4.257071, -3.824409], [-0.294799, -2.752534, -3.747196], [-3.986591, -1.000472, -0.838259], [-4.601093, -0.281115, -0.692800], [-3.345268, -0.647276, -1.454851], [-3.629754, -3.698328, -0.753880], [-4.409853, -4.089395, -0.360506], [-3.833788, -2.765100, -0.814695]],
  "forces_ev_per_angstrom": [[0.31, -0.32, -0.82], [1.52, 0.24, 1.21], [0.49, 0.60, 0.57], [-1.14, 0.15, -0.11], [0.00, 0.04, -0.09], [0.16, -0.32, -0.22], [-0.14, 0.09, 0.05], [-0.11, 0.22, 0.27], [-0.17, -0.36, 0.01], [0.18, -0.52, -0.17], [-0.43, 0.16, -0.15], [-0.44, 0.15, -0.27], [-1.76, -1.42, 0.52], [-0.26, 1.92, -1.14], [0.53, -1.12, -0.15], [1.20, 0.55, 0.29], [-0.11, -0.28, 0.18], [0.31, 0.46, -0.17], [0.23, -0.09, -0.11], [-0.01, 0.05, 0.18], [-0.53, 0.33, -0.36], [0.32, 0.00, 0.24], [-0.25, -0.26, 0.19], [-0.22, 0.03, 0.11], [-0.47, -0.64, 0.78], [-0.79, 1.73, 0.16], [0.55, -1.07, 0.28], [-0.16, -0.33, -0.38], [0.10, -0.45, -0.27], [0.14, 0.31, 0.10], [-0.15, 0.04, -0.33], [0.09, -0.05, -0.25], [-0.10, -0.03, -0.44], [0.14, -0.13, -0.07], [0.24, 0.25, 0.03], [0.12, 0.22, 0.08], [0.26, -0.07, 0.27], [0.29, 0.10, 0.03], [-0.50, -0.26, -0.20], [0.02, -0.04, 0.40], [0.16, 0.36, -0.50], [-0.22, -0.19, 0.02], [0.61, -0.07, 0.80], [-0.26, 0.11, -0.22], [0.20, -0.09, -0.10], [-0.23, -0.34, 0.16], [-0.18, 0.32, -0.08], [0.33, 0.06, 0.01], [0.48, -0.49, 0.07], [-0.38, 0.39, -0.29], [0.02, -0.16, 0.19], [0.46, 0.18, -0.45], [-0.02, 0.24, -0.02], [-0.34, -0.39, 0.40], [0.17, 0.18, -0.09], [-0.04, -0.33, 0.02], [-0.24, 0.20, -0.05], [-0.04, 0.17, 0.13], [-0.30, 0.04, 0.14], [0.48, 0.04, -0.42], [0.21, -0.52, -0.03], [-0.18, -0.21, 0.03], [-0.15, 0.64, 0.03]],
  "mulliken_charge": [-0.659, 0.377, -1.248, -0.634, 0.411, -0.184, 0.256, 0.448, 0.180, 0.415, 0.358, 0.149, -0.659, 0.427, -0.889, 0.013, -0.215, 0.223, 0.391, 0.202, 0.379, 0.404, 0.003, -0.016, -0.494, 0.032, -1.347, -0.464, 0.378, 0.454, -0.189, 0.432, 0.392, 0.366, 0.287, 0.273, -0.582, 0.304, 0.333, -0.655, 0.299, 0.303, -0.708, 0.355, 0.286, -0.611, 0.303, 0.308, -0.594, 0.295, 0.294, -0.672, 0.276, 0.343, -0.661, 0.308, 0.309, -0.729, 0.311, 0.270, -0.615, 0.334, 0.343],
  "de_lowest_kj_mol": 94.5,
  "homo_lumo_gap_ev": 9.422
}

Record 5
{
  "formula": "C4H11NOTl",
  "method": "ωB97M-V/def2-TZVPD",
  "symbols": ["Tl", "C", "C", "C", "O", "C", "N", "H", "H", "H", "H", "H", "H", "H", "H", "H", "H", "H"],
  "positions_angstrom": [[3.553606, -1.052099, 2.112074], [-1.123172, -1.851873, -0.660063], [0.073306, -0.881690, -0.312847], [-0.425847, 0.561746, -0.061142], [0.652622, 1.415174, -0.189077], [0.351600, 2.819989, -0.191914], [0.719598, -1.366897, 0.924663], [-1.490419, -1.585597, -1.656928], [-1.906400, -1.650222, 0.077283], [-0.812118, -2.892707, -0.756596], [0.789921, -0.880889, -1.153658], [-0.989274, 0.566897, 0.892658], [-1.143423, 0.757487, -0.885569], [-0.222654, 3.060367, -1.108659], [1.328076, 3.280371, -0.362380], [-0.063972, 3.135147, 0.778566], [0.593350, -2.391704, 0.853627], [0.115200, -1.043498, 1.699962]],
  "forces_ev_per_angstrom": [[0.71, -0.10, 0.31], [-1.18, -0.79, -0.90], [2.14, 2.73, 1.20], [1.17, -2.36, -0.48], [-1.40, -0.14, 0.36], [2.03, 0.25, -0.46], [-3.85, -0.29, -2.12], [0.27, 0.25, -0.03], [0.14, -0.33, 0.19], [0.04, 0.01, 0.43], [-0.13, -0.38, -0.19], [-0.16, 0.86, 0.09], [-0.47, 0.39, 0.15], [-0.56, 0.05, 0.33], [-0.12, 0.09, 0.15], [-0.66, -0.14, -0.25], [1.19, -0.15, 0.61], [0.86, 0.07, 0.63]],
  "mulliken_charge": [1.048, -1.114, 0.011, -0.528, -0.050, -0.522, -0.208, 0.389, 0.419, 0.483, 0.324, 0.506, 0.412, 0.371, 0.314, 0.365, 0.379, 0.402],
  "total_charge": 3,
  "de_lowest_kj_mol": 101.4,
  "homo_lumo_gap_ev": 4.559
}

Record 6
{
  "formula": "C3H8NOS",
  "method": "ωB97M-V/def2-TZVPD",
  "symbols": ["C", "N", "C", "O", "S", "C", "H", "H", "H", "H", "H", "H", "H", "H"],
  "positions_angstrom": [[-1.467348, 0.200671, 0.420817], [-0.249026, -0.020312, -0.348620], [0.592538, -1.195849, 0.178858], [1.827072, -0.997207, -0.268280], [2.284051, 0.595541, 0.388395], [0.702713, 1.152731, -0.370439], [-1.161201, 0.276764, 1.475198], [-1.885363, 1.096278, 0.110226], [-2.132430, -0.729648, 0.162135], [-0.383698, -0.320964, -1.361952], [0.529717, -1.461315, 1.308479], [0.033598, -1.974053, -0.467902], [0.966874, 1.485730, -1.422045], [0.342505, 1.891637, 0.195129]],
  "forces_ev_per_angstrom": [[-0.63, -3.20, 0.16], [2.19, 0.34, -1.08], [-2.63, -2.90, -0.07], [2.11, 1.46, 0.20], [-1.23, -1.74, -0.85], [2.50, -1.81, -2.91], [-0.41, -0.26, -0.34], [-1.19, 1.53, -0.61], [0.91, 1.98, 1.02], [-0.33, 0.86, 1.62], [-0.37, 1.13, -1.80], [1.51, 0.07, 1.47], [-0.85, -0.50, 1.23], [-1.59, 3.05, 1.95]],
  "mulliken_charge": [-0.883, -0.120, -0.260, -0.336, 0.116, -0.512, 0.374, 0.408, 0.316, 0.460, 0.342, 0.341, 0.327, 0.426],
  "total_charge": 1,
  "de_lowest_kj_mol": 204.1,
  "homo_lumo_gap_ev": 9.751
}

Record 7
{
  "formula": "C5H8N2",
  "method": "ωB97M-V/def2-TZVPD",
  "symbols": ["C", "C", "C", "N", "C", "N", "C", "H", "H", "H", "H", "H", "H", "H", "H"],
  "positions_angstrom": [[-1.228033, -1.664907, -0.517367], [-0.246133, -0.807053, -0.748351], [0.703541, -0.277249, 0.299204], [2.070802, -0.640280, -0.002102], [0.281645, 1.144167, 0.385476], [0.453714, 2.385976, 0.374003], [-0.979598, 1.804762, 0.527563], [-1.890764, -1.986125, -1.314007], [-1.394072, -2.077362, 0.475102], [-0.125760, -0.347279, -1.731200], [0.424914, -0.683857, 1.282328], [2.709291, -0.256818, 0.686166], [2.334020, -0.265153, -0.907554], [-1.447716, 1.801387, 1.509660], [-1.665850, 1.869797, -0.318921]],
  "forces_ev_per_angstrom": [[0.15, 0.01, -0.06], [-0.15, -0.29, -0.08], [-0.14, -0.09, 0.02], [0.18, 0.25, -0.03], [-0.13, 0.34, 0.10], [-0.08, -0.56, 0.02], [-0.38, 0.14, 0.14], [0.03, 0.05, 0.11], [0.04, 0.00, -0.15], [0.04, -0.25, 0.04], [0.05, -0.15, -0.20], [-0.02, 0.02, -0.07], [0.08, -0.04, 0.06], [0.08, 0.39, -0.04], [0.26, 0.17, 0.12]],
  "mulliken_charge": [-0.666, -0.363, 0.407, -0.634, 0.239, -0.612, -0.445, 0.264, 0.228, 0.320, 0.262, 0.275, 0.266, 0.223, 0.236],
  "de_lowest_kj_mol": 294.1,
  "homo_lumo_gap_ev": 10.469
}

Number 1: E_LUMO -6.8357 eV, E -9247.7422 eV. Number 2: E_LUMO 0.0934 eV, E -82671.6893 eV. Number 3: E_LUMO 0.1549 eV, E -25403.3874 eV. Number 4: E_LUMO -0.5038 eV, E -34584.1368 eV. Number 5: E_LUMO -19.0497 eV, E -12518.4087 eV. Number 6: E_LUMO -4.4238 eV, E -17604.3166 eV. Number 7: E_LUMO 1.0412 eV, E -8291.9484 eV.